Record 1
C22H47CoNO4Si2 as an isolated structure in a non-equilibrium geometry. Source: OMol25; level of theory: the ωB97M-V functional and the def2-TZVPD basis.

Its spin multiplicity is 4. The relative energy (zero: lowest compared OMol25 entry of this formula, charge and spin) is 179.4 kJ/mol. The highest occupied orbital energy (alpha / beta) is -0.24395 / -0.29994 hartree. The largest force on an atom is 3.4 eV/A. The total energy comes out at -3183.84180 Eh.

Geometry as XYZ:
```
77
Properties=species:S:1:pos:R:3:forces:R:3
O -0.476197 -1.418014 -1.213808 0.649 -1.538 -0.978
O 0.901667 1.176947 -3.801177 -0.173 -0.103 -0.038
C 0.281860 -2.636181 -1.794209 -0.802 1.138 0.296
C -0.472665 -3.887120 -1.447386 -0.236 -0.153 -0.062
H 1.283769 -2.592990 -1.359836 -0.368 0.259 -0.016
H 0.327728 -2.408376 -2.861985 0.107 -0.249 0.330
H -0.609002 -3.990934 -0.366354 0.001 0.111 -0.164
H 0.064319 -4.770674 -1.795329 0.123 0.070 -0.055
H -1.448450 -3.890481 -1.939581 -0.003 -0.027 0.155
C -1.593019 -0.762212 -1.944187 0.286 -0.159 0.540
C -1.454437 -0.987455 -3.421127 -0.327 -0.181 -0.526
H -1.505530 0.305575 -1.713056 0.074 -0.266 0.183
H -2.519825 -1.160142 -1.516727 0.159 0.089 -0.166
H -0.492428 -0.627745 -3.816181 -0.349 -0.090 0.240
H -2.243429 -0.398332 -3.914996 0.216 -0.205 0.136
H -1.622061 -2.045725 -3.682274 0.052 0.409 -0.017
C 0.480507 2.435687 -3.275539 0.203 -0.177 0.093
C 2.281527 0.950304 -4.077906 -0.270 -0.016 0.090
C -0.800472 2.874309 -3.973863 0.213 0.030 -0.134
H 1.280627 3.177838 -3.422520 -0.214 -0.086 0.053
H 0.310812 2.321481 -2.187927 0.094 0.150 -0.312
H -0.642664 2.964332 -5.057428 0.004 -0.043 0.272
H -1.109494 3.849795 -3.591458 -0.046 -0.078 0.012
H -1.614921 2.161713 -3.809828 0.129 0.068 0.040
C 2.492867 0.834416 -5.581021 0.063 0.233 0.076
H 2.561092 0.006295 -3.579493 0.003 0.321 -0.075
H 2.894466 1.760619 -3.651651 -0.107 -0.233 -0.089
H 1.843416 0.079130 -6.032643 0.054 0.031 0.197
H 3.530306 0.569350 -5.781048 0.069 -0.034 -0.095
H 2.283099 1.789795 -6.071115 0.018 -0.083 0.045
H -0.445350 -1.364900 -0.144599 -0.348 0.361 -0.762
Co -0.341280 -0.286625 1.480529 1.394 0.523 -1.146
C 1.390147 -0.463115 0.370477 0.268 -0.054 -0.110
Si 2.996801 0.375452 0.836520 -1.171 -0.629 -0.099
H 1.580063 -1.547195 0.248471 0.348 0.325 -0.137
H 1.207096 -0.014974 -0.617959 -0.051 -0.283 -0.112
C 4.355992 -0.466311 -0.158057 0.271 0.042 0.097
C 3.267551 0.078572 2.654739 0.522 0.239 0.236
C 2.966305 2.196181 0.412371 0.074 0.225 0.173
C -1.982371 -1.392519 1.395695 -0.593 -0.480 -0.163
Si -3.273876 0.006764 1.408218 0.372 -0.891 0.106
H -2.060443 -1.847521 2.411916 0.128 0.103 -0.646
H -2.175184 -2.212459 0.674115 -0.227 0.516 0.188
C -4.731499 -0.643055 0.422325 -0.484 0.042 0.119
C -2.808700 1.695792 0.718159 0.026 0.248 -0.295
C -3.700664 0.226251 3.227102 -0.162 -0.054 0.122
H 2.581330 2.376535 -0.600567 0.090 -0.078 0.167
H 3.985323 2.600926 0.469990 -0.165 0.058 -0.041
H 2.327877 2.744903 1.118677 0.121 -0.123 -0.204
H 4.286900 -1.553192 -0.031285 0.049 0.112 -0.031
H 5.349473 -0.148150 0.176854 0.000 -0.061 -0.101
H 4.271519 -0.240079 -1.227888 -0.027 -0.027 0.129
H 3.008089 -0.954016 2.909982 0.079 0.096 -0.007
H 2.652753 0.754886 3.260490 0.114 -0.123 -0.080
H 4.322334 0.251506 2.896775 -0.105 -0.058 0.253
H -3.282120 1.851234 -0.261169 0.015 0.021 0.136
H -1.731367 1.895982 0.618983 -0.407 -0.089 0.080
H -3.197510 2.464185 1.404906 0.088 -0.141 -0.223
H -4.709732 0.644743 3.331730 0.175 0.026 0.103
H -2.994954 0.889046 3.751411 -0.184 -0.141 -0.173
H -3.683418 -0.755542 3.721903 -0.067 0.261 -0.039
H -5.659189 -0.152719 0.746385 0.043 -0.083 -0.227
H -4.840260 -1.722678 0.586836 -0.027 0.212 -0.032
H -4.606683 -0.466175 -0.653338 -0.057 -0.014 0.146
O -0.470506 2.997599 3.583771 0.399 -1.084 0.098
C -0.194379 1.879401 3.153492 -0.304 1.424 -1.932
O -0.027249 1.569180 1.879146 -0.344 1.448 1.746
C -0.023003 0.697113 4.044902 -0.473 -2.233 0.026
C 0.018616 0.700920 5.434519 0.002 0.031 -0.271
C 0.221496 -0.508338 6.100966 -0.112 -0.187 -0.359
C 0.419390 -1.678403 5.354518 0.035 -0.075 -0.189
C 0.331633 -1.635403 3.961344 -0.561 1.294 0.423
N 0.004116 -0.478945 3.336940 1.626 -0.311 2.993
H -0.146873 1.654632 5.932182 0.187 -0.256 0.022
H 0.209285 -0.552393 7.189583 0.089 0.043 -0.274
H 0.609864 -2.643267 5.826677 0.023 0.379 0.012
H 0.509162 -2.505026 3.322878 -0.293 0.258 0.247
```
Forces are in eV/Å.

=====

Record 2
The molecule C22H23NO6 in a non-equilibrium geometry. Source: OMol25; level of theory: the ωB97M-V functional and the def2-TZVPD basis.

Its SMILES is CCOC(=O)c1c(C)oc2c1c1c(c3ccccc32)OCN(CCCC(=O)O)C1. The relative energy (zero: lowest compared OMol25 entry of this formula, charge and spin) is 1825.6 kJ/mol. The highest occupied orbital energy is -0.26772 hartree. The largest force on an atom is 17.9 eV/A. The total energy comes out at -1357.72811 Eh.

Geometry as XYZ:
```
52
Properties=species:S:1:pos:R:3:forces:R:3
C 5.063165 2.078430 1.558740 8.994 -4.628 4.640
C 4.191351 1.619907 2.623511 7.526 5.726 5.540
H 4.824780 1.184629 3.453687 -0.283 1.136 -0.246
H 3.644502 2.467056 2.983704 -0.801 0.157 0.434
O 3.578442 0.624399 2.218601 -5.808 -7.950 -2.186
C 2.366367 0.850097 1.812125 -3.003 1.011 -3.120
O 1.967373 2.038538 1.626308 0.311 -4.217 0.666
C 1.668278 -0.534348 1.453699 1.474 1.126 2.485
C 1.698012 -1.623491 2.329679 -4.414 3.034 -7.182
O 0.697650 -2.470198 1.930255 6.333 -5.603 12.426
C 0.137380 -2.223425 0.950176 -3.725 8.768 -12.673
C 0.744972 -0.893104 0.516671 -4.243 2.375 -5.732
C 0.211376 0.011220 -0.806049 -4.001 -10.899 6.175
C -0.868487 -0.840133 -1.359447 5.309 7.622 -3.641
C -1.293011 -2.050425 -1.125925 1.911 -3.570 9.523
C -2.396636 -2.573389 -1.656282 -1.268 1.331 -3.961
C -2.935521 -3.698140 -1.445955 -2.547 -9.003 4.401
C -2.412949 -4.452192 -0.221346 -12.148 -7.626 -7.582
C -1.475669 -4.089132 0.389246 12.849 7.658 9.858
C -0.933814 -2.717545 0.241248 -0.467 -1.199 -4.677
H -0.939880 -4.473156 1.300559 -1.154 -0.748 -0.930
H -2.808161 -5.531873 0.192285 0.309 2.553 -1.866
H -3.706244 -4.419855 -1.935987 1.069 2.563 0.223
H -2.805082 -2.121592 -2.471635 -0.775 1.833 -2.350
O -1.228594 -0.441225 -2.674568 -0.778 2.765 0.389
C -0.678092 0.858170 -3.114560 8.086 -4.014 6.337
N -0.128252 2.000787 -2.173401 4.542 -10.762 -2.245
C -1.026210 2.734701 -1.685248 -0.308 9.034 9.650
C -1.909679 2.770284 -0.338043 1.325 -8.531 -1.666
C -2.995446 1.610996 -0.507122 0.732 -1.921 0.807
C -3.679002 1.317379 -1.844449 1.463 7.133 -2.049
O -3.611036 2.215612 -2.827229 -0.737 -5.108 4.039
O -4.449183 0.271474 -1.841658 -0.343 -0.203 -1.144
H -4.841781 0.348276 -2.732010 -0.332 -0.567 0.040
H -2.425378 0.659929 -0.344760 -0.275 0.500 0.030
H -3.750086 1.499565 0.315331 0.347 0.554 -0.752
H -2.379374 3.587438 -0.482535 -2.965 6.101 -0.249
H -1.453481 2.594988 0.645130 0.215 0.434 -0.549
H -0.340406 3.709495 -1.407925 -1.586 -1.050 -0.292
H -1.580437 3.096131 -2.365647 -4.516 2.501 -4.875
C 0.554306 1.301211 -1.061678 5.514 3.045 -1.666
H 1.671497 1.023830 -1.280923 -0.854 1.001 -0.870
H 0.908337 1.923760 -0.212548 -1.488 0.049 -0.180
H 0.290506 0.617386 -3.594568 -0.435 -0.396 0.075
H -1.168149 1.297972 -3.758146 -5.975 3.891 -6.096
C 2.269447 -1.819863 3.481605 7.259 -0.546 7.648
H 1.855037 -2.599079 4.074338 -0.562 -0.643 0.391
H 2.288831 -0.856777 4.166574 0.368 -1.918 -1.364
H 3.442368 -2.231130 3.266092 -2.672 1.331 1.006
H 4.577216 2.360326 0.847962 -5.781 3.446 -8.432
H 5.756241 1.167832 1.121522 -1.767 1.883 1.163
H 5.812605 2.818252 1.770597 0.074 0.540 0.628
```
Forces are in eV/Å.

=====

Record 3
C40H54BrF5IrN4O3SeTe as an isolated structure in a non-equilibrium geometry. Source: OMol25; level of theory: the ωB97M-V functional and the def2-TZVPD basis.

The relative energy (zero: lowest compared OMol25 entry of this formula, charge and spin) is 25.6 kJ/mol. As for the total charge: +1. The highest occupied orbital energy is -0.37616 hartree. The largest force on an atom is 1.0 eV/A. The total energy comes out at -7848.32394 Eh.

Geometry as XYZ:
```
110
Properties=species:S:1:pos:R:3:forces:R:3
Ir -0.169172 -0.399055 1.188280 -0.761 -0.246 -0.377
C -1.981824 6.804843 1.566655 0.013 -0.026 -0.009
C -3.146390 5.950917 1.064994 -0.004 -0.007 -0.015
C -3.597022 6.496513 -0.297887 -0.013 0.003 0.004
C -4.300705 6.065386 2.070097 -0.009 0.014 -0.003
C -2.752271 4.482520 0.912959 0.049 0.028 0.039
C -1.505301 3.996628 1.273645 0.026 0.050 0.026
C -1.260792 2.652983 1.094991 -0.091 -0.174 -0.105
Br 0.437005 1.940322 1.635783 0.160 -0.162 0.373
C -2.144468 1.718264 0.566728 0.122 0.156 -0.077
O -1.772058 0.453789 0.343421 0.339 -0.064 0.232
C -3.437920 2.193599 0.258803 -0.039 0.043 -0.006
C -3.673102 3.555247 0.428639 -0.040 -0.077 -0.002
C -4.628120 1.325288 -0.187584 -0.038 -0.008 -0.019
C -5.131908 1.807051 -1.556403 0.036 -0.017 -0.010
C -4.339449 -0.175114 -0.302378 -0.009 -0.024 0.022
C -5.749321 1.482573 0.855992 0.006 0.006 -0.041
H -2.301316 7.844365 1.647401 -0.003 -0.006 -0.003
H -1.132736 6.771520 0.880043 -0.002 0.005 0.007
H -1.645444 6.488722 2.556305 0.004 0.000 -0.006
H -3.803933 7.565907 -0.223370 -0.014 -0.016 0.002
H -4.507966 6.007516 -0.647026 0.020 -0.010 -0.007
H -2.822464 6.349143 -1.052896 0.004 0.018 0.008
H -4.615034 7.107067 2.163909 0.007 -0.013 0.003
H -3.994654 5.709743 3.055649 -0.003 -0.001 -0.007
H -5.167652 5.482419 1.755471 0.005 0.007 0.001
H -0.743420 4.636381 1.696471 -0.001 -0.007 -0.008
H -4.661556 3.921417 0.182649 -0.007 -0.011 -0.004
H -4.360756 1.680030 -2.321018 -0.006 0.002 0.011
H -5.419529 2.858114 -1.545618 0.002 0.004 0.008
H -6.007559 1.225920 -1.854779 0.009 0.006 0.002
H -3.564217 -0.386120 -1.037373 -0.027 -0.017 -0.013
H -5.258982 -0.675290 -0.619117 -0.009 0.018 0.020
H -4.029277 -0.603929 0.650702 0.017 -0.006 -0.026
H -6.125021 2.504647 0.903039 0.004 0.000 0.014
H -5.391934 1.206556 1.849420 -0.006 -0.010 -0.006
H -6.588056 0.831070 0.600719 0.007 0.018 -0.005
F -1.508968 -1.492266 3.140592 -0.031 -0.103 -0.225
Te -0.235412 -2.960769 3.018803 0.021 -0.038 0.871
F 1.029533 -4.166255 3.697731 0.074 0.062 -0.095
F -0.223474 -2.539708 4.838764 0.002 -0.007 -0.101
F -1.747987 -3.993974 3.263597 0.101 -0.055 0.063
F 0.033923 -4.168557 1.564423 -0.168 0.150 -0.003
O 0.948813 -1.705293 2.378471 0.026 0.165 -0.049
C -3.158978 -2.896246 -3.403430 -0.026 0.088 0.020
N -2.828856 -3.099938 -2.006018 0.094 -0.237 -0.057
N -1.809669 -2.405023 -1.383420 -0.098 0.108 -0.091
C -1.865155 -2.693296 -0.059853 -0.306 0.250 0.398
O -1.162113 -2.160974 0.882175 0.661 0.100 -0.747
C -2.909635 -3.604364 0.141188 -0.054 0.001 0.018
C -3.500075 -3.808788 -1.082224 0.076 0.004 -0.010
C -4.691666 -4.629115 -1.429401 -0.003 -0.005 0.000
C -0.820835 -1.764794 -2.203462 -0.025 0.081 -0.029
C -0.923836 -0.411096 -2.492718 0.005 -0.043 0.092
C -0.021798 0.155681 -3.380615 0.067 -0.025 -0.034
C 0.947133 -0.632627 -3.989195 -0.013 0.082 -0.004
C 1.029881 -1.987392 -3.703433 0.023 -0.085 0.087
C 0.147366 -2.559091 -2.798729 0.038 -0.036 -0.026
H -2.253604 -2.858213 -4.002808 0.000 -0.011 -0.001
H -3.727684 -1.975578 -3.542594 0.016 0.007 0.003
H -3.753789 -3.744363 -3.728387 -0.017 0.002 0.011
H -3.201292 -4.011939 1.092906 -0.001 0.014 0.001
H -5.120808 -5.043693 -0.521295 0.005 -0.002 -0.003
H -4.419875 -5.455966 -2.087231 -0.003 0.007 -0.006
H -5.453630 -4.029469 -1.928268 0.000 0.001 0.009
H -1.681753 0.185419 -2.006222 -0.030 0.002 0.024
H -0.082122 1.212322 -3.604850 -0.006 0.002 0.004
H 1.638940 -0.188030 -4.693091 -0.009 -0.004 0.007
H 1.784205 -2.598519 -4.180770 0.002 -0.014 0.007
H 0.195344 -3.614763 -2.558082 0.006 0.012 -0.005
C 3.665505 2.267857 -2.018139 0.002 0.008 0.010
C 4.788347 1.471472 -1.360833 -0.022 -0.020 0.016
C 5.064873 1.891901 0.082062 -0.018 -0.007 0.023
C 3.967741 1.462933 1.054189 -0.007 0.013 -0.157
N 4.000275 0.022611 1.314782 0.040 0.180 -0.053
C 3.170380 -0.912478 0.827831 -0.320 -0.186 0.069
Se 1.689716 -0.563956 -0.333158 -0.031 -0.024 -0.103
N 3.569575 -2.117028 1.254347 0.091 0.084 0.083
C 2.967963 -3.423574 0.979543 -0.012 -0.026 -0.052
C 3.834474 -4.297356 0.079869 0.027 0.017 0.011
C 3.907785 -3.829260 -1.374075 0.019 0.012 -0.025
C 4.982296 -2.777769 -1.636066 0.009 0.018 -0.002
C 4.680348 -1.956078 2.067539 0.067 0.094 -0.028
C 5.437753 -2.873860 2.791224 -0.018 -0.008 0.008
C 6.490010 -2.365570 3.522197 -0.003 -0.024 0.010
C 6.783096 -0.992172 3.540228 0.005 0.023 0.009
C 6.028773 -0.081241 2.832241 -0.019 0.008 0.017
C 4.965976 -0.595606 2.094555 -0.028 -0.098 0.029
H 3.544007 1.978796 -3.062804 0.006 -0.002 0.004
H 3.881608 3.337781 -1.992387 0.006 -0.004 -0.011
H 2.705231 2.102107 -1.524769 0.016 0.015 0.004
H 5.705880 1.586488 -1.940482 -0.001 0.014 0.003
H 4.549048 0.402789 -1.391100 0.022 -0.011 -0.017
H 5.147821 2.980500 0.136236 -0.003 0.004 -0.002
H 6.023119 1.490380 0.419415 0.001 -0.008 -0.006
H 2.989506 1.693199 0.633636 0.069 -0.033 0.085
H 4.057836 1.967084 2.016447 0.024 -0.006 0.017
H 1.997368 -3.236553 0.529262 0.003 -0.025 -0.006
H 2.792145 -3.901572 1.943536 0.000 0.038 -0.006
H 3.410409 -5.302021 0.130556 -0.048 0.017 -0.014
H 4.845546 -4.373625 0.489514 -0.001 -0.041 0.011
H 2.928320 -3.439735 -1.664655 -0.066 0.021 -0.055
H 4.100199 -4.692501 -2.014641 0.010 0.009 0.005
H 4.833277 -1.879529 -1.034093 0.011 0.006 -0.019
H 4.991871 -2.472575 -2.683596 -0.003 -0.004 0.009
H 5.972741 -3.169556 -1.396515 -0.002 0.002 0.002
H 5.205352 -3.929248 2.794994 0.002 0.002 0.001
H 7.102329 -3.039124 4.105868 -0.002 -0.001 -0.007
H 7.615424 -0.641211 4.134594 0.002 -0.002 -0.007
H 6.248271 0.976970 2.862745 0.000 -0.003 -0.011
```
Forces are in eV/Å.